C14H30O17P2S3Tl2 | wB97M-V/def2-TZVPD

## Properties
lowest unoccupied orbital energy: -6.29 eV
E: -4052.47273 Ha
highest occupied orbital energy: -9.27 eV
2S+1: 1
molecular weight: 1037.292 g/mol

Each line ends with the Löwdin charge.
Atoms and positions in Å:
Tl -1.14246 -3.47577 -0.56960  1.093
Tl -3.50625 0.30678 -2.06953  1.118
S -2.40991 4.38368 -2.79073  0.908
S -3.13264 0.17641 4.37550  0.881
S 1.29199 -3.43559 -4.04118  0.892
P -1.13163 -0.29972 0.02018  -0.138
P -3.80666 -2.99770 -3.12547  0.003
O -3.72434 -2.49097 -1.65112  -0.351
O -0.01118 -1.05705 0.77368  -0.280
O -3.32725 3.17891 -3.17212  -0.691
O 2.51380 3.03432 1.34097  0.111
O -0.98685 -0.74967 -1.38695  -0.234
O 2.93028 -0.30268 4.26519  0.074
O -3.72820 -1.72357 -4.08048  -0.375
O -3.62913 1.46982 5.08443  -0.568
O 2.53687 -2.41581 4.89456  0.064
O 2.71792 2.94195 -0.86044  0.100
O 4.16432 -1.10236 5.98661  0.100
O -2.65445 -3.96161 -3.01605  -0.166
O -2.37910 -1.08371 0.34176  -0.215
O -1.50745 1.23896 -0.03483  -0.302
O -5.06587 -3.87343 -3.33347  -0.097
O 0.32466 -3.93067 -2.96634  -0.680
O 3.79866 4.57660 0.37516  0.102
C 2.45222 0.56230 -1.34279  0.021
C -1.49523 0.40803 3.55693  -0.268
C 1.92243 1.85221 -0.53529  -0.303
C -0.93121 3.91796 -3.89731  -0.217
C -4.11618 -0.07241 2.81609  -0.246
C 1.90578 -2.30824 3.59551  -0.275
C 2.89841 -2.99300 -3.32455  -0.272
C 3.20477 -1.26150 5.19176  -0.464
C 2.20306 -0.90564 3.19538  -0.137
C -1.45713 4.34348 -1.21136  -0.265
C 1.98186 1.79137 0.97956  -0.113
C 0.82792 -1.63587 -4.42116  -0.207
C 0.42273 -2.61427 3.93689  -0.004
C 3.06171 3.56986 0.24922  -0.529
H -0.78008 0.90985 4.20872  0.064
H 1.36258 -0.32159 2.82044  0.095
H -1.04530 3.54727 -0.59125  0.027
H 2.82949 -2.22537 -2.55377  0.035
H -2.21975 4.91641 -0.68384  0.030
H 0.95457 1.59369 1.28567  0.115
H -0.13997 -1.63960 -4.92244  0.052
H -0.04719 -1.94102 4.65383  0.089
H 2.54387 0.72377 -2.41686  0.075
H -3.78507 -0.98205 2.31506  0.029
H 2.61910 0.94436 1.23370  0.117
H -1.50946 1.07161 2.69231  0.035
H -0.36244 3.08262 -3.48889  0.042
H -1.17449 -0.59258 3.26706  0.004
H -0.55147 4.94384 -1.29759  0.055
H 1.77315 -0.28721 -1.27004  0.043
H -0.05724 -2.46195 2.97018  0.053
H 0.73593 -1.12542 -3.46247  0.016
H 3.44307 -3.87146 -2.97848  0.054
H 3.45233 0.41365 -0.93563  0.091
H 0.94202 2.24333 -0.80717  0.125
H -5.18661 -0.18038 2.99111  0.055
H 1.53650 -0.99798 -4.94946  0.056
H 3.60231 -2.46090 -3.96447  0.060
H -0.35952 4.84582 -3.87900  0.039
H 0.40706 -3.65070 4.27405  0.092
H 2.38195 -2.95935 2.86242  0.158
H -1.27456 3.61598 -4.88677  0.049
H -3.94357 0.69051 2.05698  0.047
H 2.83647 -0.90652 2.30831  0.121

Atoms 1-2, force components in eV/Å:
0.075 -0.515 -0.412
-0.437 0.360 -0.584

***

C14H31AsGeIrNOS5Si3 | wB97M-V/def2-TZVPD

## Properties
lowest unoccupied orbital energy (alpha / beta): 2.02 / 1.08 eV
E: -7958.74116 Ha
energy above the lowest of the compared OMol25 structures with the same formula, charge and spin: 0.000 eV
net charge: -1
highest occupied orbital energy (alpha / beta): -4.39 / -4.38 eV
2S+1: 2
molecular weight: 813.750 g/mol

Each line ends with the Löwdin charge.
Atoms and positions in Å:
Ir 0.09265 -0.12038 0.02668  0.268
As 2.51389 1.90579 -0.97897  -0.473
Ge 0.19756 -0.00913 2.48995  0.532
S 2.65468 2.08622 -3.04390  -0.150
S 2.35777 -0.24692 -0.31689  -0.033
S 3.63321 3.12310 0.28502  -0.095
S 0.28280 2.04702 -0.37374  0.098
S -0.29810 -2.32618 -0.51445  0.605
Si 2.35336 -0.53936 3.39557  0.296
Si -1.40423 -1.54839 3.43213  0.339
Si -0.54139 2.13926 3.24198  0.297
O -2.03956 -0.02808 0.12389  -0.343
N -2.67878 -1.13445 -0.22765  -0.198
C -1.14419 -1.74018 5.29345  -0.227
C -2.05732 2.72540 2.29930  -0.226
C -3.14952 -0.85588 3.22376  -0.214
C 2.75637 -2.31383 2.92214  -0.224
C -1.35946 -3.32152 2.80030  -0.218
C -4.80085 -2.13222 -0.57638  -0.056
C -4.16926 -3.33884 -0.89218  -0.070
C -4.03057 -1.05349 -0.25039  -0.027
C -2.80071 -3.39961 -0.87091  -0.090
C 2.18973 -0.42697 5.27679  -0.220
C -1.05475 2.01163 5.05809  -0.225
C 0.84806 3.38778 3.14700  -0.225
C -2.02209 -2.27915 -0.53660  -0.642
C 3.77430 0.59001 2.97033  -0.242
H 3.73081 -2.60939 3.32153  0.027
H 2.02317 0.61147 5.57543  0.019
H -1.01520 -0.79025 5.81257  0.008
H -1.55568 -3.41994 1.73522  -0.025
H -4.40830 -0.07617 0.00745  0.141
H 1.31030 3.43111 2.15915  -0.029
H 4.63396 0.30889 3.58878  0.031
H -2.27033 -4.30999 -1.11193  0.109
H -4.75052 -4.21267 -1.15314  0.107
H -3.28602 -0.40185 2.24291  -0.013
H 3.12823 -0.75152 5.73676  0.028
H -1.88483 2.73738 1.22326  -0.022
H -1.93615 1.38000 5.18880  0.006
H -3.32760 -0.07687 3.96966  0.017
H 1.63760 3.13525 3.85973  0.021
H -2.31851 3.73948 2.61708  0.029
H -0.37496 -3.75588 2.99035  0.021
H 4.05235 0.52744 1.92070  -0.027
H -0.27680 -2.36788 5.50640  0.018
H -3.90374 -1.63552 3.36625  0.030
H -1.30135 3.00966 5.43326  0.028
H 0.47120 4.38368 3.40025  0.031
H -2.91073 2.07396 2.49989  0.012
H 2.00542 -3.01001 3.30410  0.010
H 3.53570 1.63618 3.16806  0.006
H -5.87564 -2.02952 -0.58371  0.106
H 2.79120 -2.41175 1.83498  0.006
H -0.25435 1.60926 5.68279  0.012
H -2.10029 -3.91330 3.34740  0.031
H 1.38345 -1.03057 5.69108  -0.009
H -2.02421 -2.23881 5.71269  0.031

Atoms 1-2, force components in eV/Å:
-0.161 -0.114 0.026
-0.011 0.001 0.020

***

C14H31Br6N2O6P | wB97M-V/def2-TZVPD

## Properties
lowest unoccupied orbital energy: -0.34 eV
E: -16898.47886 Ha
energy above the lowest of the compared OMol25 structures with the same formula, charge and spin: 0.058 eV
highest occupied orbital energy: -9.36 eV
2S+1: 1
molecular weight: 833.808 g/mol

Each line ends with the Löwdin charge.
Atoms and positions in Å:
Br -1.31844 -4.68943 -3.13395  0.557
Br 1.92145 -4.48426 -2.96035  0.508
Br 0.24908 -2.52173 -4.86181  0.556
Br 2.34992 1.22497 -1.72705  0.628
Br 2.40624 -0.13395 1.13984  0.597
Br 3.48859 -1.74902 -1.45483  0.597
P -2.90289 1.94640 2.75692  0.418
O 7.95869 -5.42209 -0.17635  0.025
O -4.24961 2.37497 2.00737  -0.184
O -1.79605 1.73869 1.61872  -0.207
O -2.48768 3.37836 3.39315  -0.200
O -3.05248 0.87463 3.73483  -0.205
O -0.59900 0.18369 -2.45086  -0.058
N 5.78026 -5.61924 0.43451  -0.188
N -1.72577 2.08926 -2.96479  -0.176
C -1.34147 0.81357 -3.18122  -0.341
C -0.50733 4.60467 2.82087  -0.057
C -4.36166 3.40135 0.99987  -0.246
C -1.29185 2.75141 -1.71869  -0.031
C -1.32129 -0.70489 1.54266  -0.071
C 5.36173 -4.49903 -0.38771  -0.084
C 2.18319 -0.45816 -0.81212  -1.524
C -2.75646 2.78878 -3.73313  -0.043
C 4.78519 -6.29318 1.20808  -0.078
C -0.78552 0.71960 1.72139  -0.293
C 0.23202 -3.51027 -3.17453  -1.560
C -1.16545 3.67763 3.84010  -0.267
C -4.63566 2.69142 -0.31872  -0.068
C 7.07253 -5.98544 0.42328  -0.362
H -0.33341 4.06185 1.89122  0.067
H -3.44512 4.00013 1.00052  0.106
H 4.26897 -4.45249 -0.38545  0.041
H -0.58157 2.76787 4.02313  0.108
H -0.39812 2.22264 -1.39500  0.032
H -0.95889 3.75526 -1.97336  0.095
H -2.20408 -0.60182 0.90403  0.086
H -1.60296 -1.10853 2.51389  0.074
H -2.62516 2.54951 -4.78454  0.089
H -0.05846 0.80701 0.91836  0.039
H 4.27957 -5.67174 1.95637  0.091
H -2.59297 3.84194 -3.50859  0.084
H 5.55579 -4.63443 -1.45258  0.095
H -1.86015 0.47012 -4.09442  0.138
H -0.64142 -1.40194 1.05861  0.058
H -3.97605 1.82741 -0.28839  0.071
H -1.28606 4.08992 4.84318  0.120
H 5.13845 -7.15068 1.78042  0.086
H -1.99405 2.65748 -0.89404  0.062
H 3.97001 -6.65459 0.57132  0.089
H 1.15140 -0.75986 -0.94511  -0.051
H -4.56789 3.36540 -1.17015  0.070
H -5.66029 2.31524 -0.32245  0.082
H -3.74455 2.56228 -3.32801  0.077
H 5.70940 -3.52967 -0.04197  0.079
H -5.10510 4.11056 1.36362  0.122
H 0.15750 -2.89840 -2.28726  -0.045
H -0.41126 0.80306 2.74136  0.104
H 7.25590 -6.92787 0.95958  0.132
H 0.38606 5.09858 3.18876  0.077
H -1.31577 5.29705 2.57150  0.078

Atoms 1-2, force components in eV/Å:
0.444 0.197 0.056
-0.700 -0.113 -0.233

***

C14H31Cl2N2PRu | wB97M-V/def2-TZVPD

## Properties
lowest unoccupied orbital energy (alpha / beta): 3.02 / 3.00 eV
E: -2018.06816 Ha
net charge: -1
highest occupied orbital energy (alpha / beta): -1.90 / -4.98 eV
2S+1: 6
molecular weight: 430.366 g/mol

Each line ends with the Löwdin charge.
Atoms and positions in Å:
Ru -0.71047 0.09358 0.35977  0.397
Cl -1.17414 2.31201 -0.68786  -0.190
Cl -0.38139 -2.08172 1.12229  -0.260
P 1.36064 0.50561 -0.59215  0.851
N -3.76017 -0.27342 2.42442  0.022
N -3.06409 -0.68225 1.31399  -0.055
C 2.87268 -0.59894 -0.68568  -0.555
C 1.74862 1.88852 1.76366  -0.178
C -3.86211 -1.57939 0.70580  -0.387
C 2.66656 -1.73943 -1.67613  -0.128
C 2.72224 1.46943 -2.94027  -0.133
C 3.60235 2.21605 0.16698  -0.132
C -3.72266 -2.20966 -0.62196  -0.079
C -4.86090 -1.05408 2.63406  -0.328
C 3.23196 -1.06267 0.72653  -0.138
C 0.56611 0.32621 -3.26859  -0.152
C 2.08335 2.02715 0.27657  -0.537
C -5.69021 -0.88799 3.83341  -0.054
C 1.34069 1.24532 -2.32042  -0.568
C -4.99093 -1.85125 1.50517  -0.013
H 3.72882 -0.00226 -1.05021  0.084
H 3.86967 3.19345 0.59452  0.077
H 0.47057 0.79337 -4.26172  0.072
H 3.55242 -0.25144 1.40215  0.044
H 3.37131 0.58592 -2.91543  0.059
H 0.67727 1.71373 1.96189  0.008
H -6.71160 -0.53194 3.60960  0.080
H 2.31243 1.07824 2.24161  0.056
H 2.40575 -1.61128 1.19504  0.030
H -0.45569 0.11500 -2.92712  0.040
H 0.84328 2.23030 -2.21390  0.041
H 3.48164 -2.45240 -1.51700  0.070
H -3.69674 -3.30279 -0.48049  0.080
H 2.58565 1.74366 -3.99329  0.072
H -5.18748 -0.12318 4.43914  0.071
H 4.07824 -1.75871 0.61920  0.074
H 1.54213 2.90811 -0.12983  0.081
H 3.25615 2.33558 -2.52515  0.057
H -3.30285 0.24238 3.17986  0.136
H -5.78083 -2.54905 1.27668  0.101
H -2.84937 -1.83398 -1.16216  0.029
H -5.82357 -1.73984 4.52471  0.080
H -1.82886 0.15067 -0.77238  -0.153
H 2.06761 2.77444 2.32856  0.070
H 1.10096 -0.62013 -3.43272  0.051
H -1.58219 0.84150 1.55085  -0.100
H 2.73835 -1.43276 -2.72623  0.051
H 3.93604 2.27518 -0.86436  0.034
H 4.15367 1.43152 0.71270  0.064
H -4.64830 -2.00410 -1.20047  0.083
H 1.71735 -2.26223 -1.50364  0.074

Atoms 1-2, force components in eV/Å:
-1.053 -0.361 0.862
-0.011 1.902 -0.405

***

> The lowest molecular weight belongs to which entry?

C14H31Cl2N2PRu